No. 1
A molecular structure, C28H43F30N11O24S10, computed with wB97M-V/def2-TZVPD.

Values from the calculation:
orbital gap: 7.38 eV
LUMO: -0.082 Ha
HOMO: -9.622 eV
net charge: 0
E: -10478.40383 Ha

Each line ends with the Mulliken charge.
Geometry (Å):
C -0.2514 -1.2947 -3.5198  0.428
C -0.9656 -2.5160 -4.0513  -1.034
N -0.7151 -3.6667 -3.2074  0.515
C 0.3243 -4.5503 -3.3339  -0.783
C 0.2003 -5.4479 -2.3008  -0.911
N -0.8991 -5.0348 -1.5300  0.570
C -1.4343 -3.9680 -2.0747  0.007
C -1.4562 -5.7038 -0.4347  -0.650
H 0.8043 -1.5720 -3.3052  -0.192
H -0.7158 -0.9628 -2.5531  -0.377
H -0.3180 -0.4723 -4.2554  0.492
H -0.6683 -2.6507 -5.0884  0.432
H -2.0294 -2.3430 -4.1066  0.368
H 1.0677 -4.4619 -4.0710  0.929
H 0.8684 -6.2759 -2.0474  0.488
H -2.3859 -3.5053 -1.8141  0.002
H -0.8301 -5.8935 0.4327  0.121
H -1.9334 -6.5985 -0.7624  0.464
H -2.2847 -5.0607 -0.0653  0.130
C -1.3952 -0.9468 1.8380  -0.375
C -0.4699 -2.0638 1.4265  0.610
O -0.6670 -3.2675 1.3228  -0.523
N 0.9856 -1.6577 1.1288  2.094
H 1.4891 -1.3311 2.0511  -0.625
H 1.4607 -2.5404 0.8278  0.088
C 1.1543 -0.5814 0.1074  -1.012
H -0.8926 -0.0281 2.2557  -0.092
H -2.1822 -1.4222 2.3930  0.666
H -1.8473 -0.6014 0.8609  -0.279
H 2.2327 -0.2697 0.0957  -0.054
H 0.6065 0.2787 0.4220  0.919
H 0.7959 -0.9823 -0.8327  -0.086
C -6.9595 2.7678 0.3933  -1.242
C -5.6295 2.2182 0.3922  0.753
O -5.0190 1.7727 1.3488  -0.442
N -4.8839 2.0961 -0.9670  1.442
H -3.8860 2.3771 -0.6911  0.166
H -4.8191 1.1481 -1.2565  -0.034
C -5.1029 3.0116 -2.1956  -1.258
H -7.2755 3.1625 -0.5724  0.332
H -7.0886 3.5930 1.0961  0.366
H -7.6957 1.9818 0.6496  0.291
H -4.2631 3.0059 -2.9496  0.262
H -5.0160 4.0595 -1.8943  0.563
H -6.0740 2.7936 -2.6147  0.537
C 2.1387 -8.7496 3.0063  -1.192
C 2.4220 -8.1536 1.6533  0.699
O 2.2165 -8.7562 0.6471  -0.417
N 2.7956 -6.7101 1.5916  0.107
H 1.9646 -6.1619 1.6377  0.132
H 3.2906 -6.4622 2.4533  0.423
C 3.5523 -6.3482 0.3216  -0.390
H 1.7342 -9.7430 2.8750  0.343
H 1.2938 -8.1455 3.4222  0.327
H 2.9801 -8.7280 3.7019  0.377
H 3.3211 -7.1449 -0.4162  0.320
H 4.5620 -6.1907 0.6903  0.336
H 3.1549 -5.3680 0.0158  -0.124
C 3.8566 4.4226 -0.7517  -0.973
C 4.4704 4.8838 0.5241  0.997
O 5.4929 5.5278 0.6929  -0.552
N 3.8091 4.3049 1.7709  0.330
H 3.1368 5.0555 2.1128  0.351
H 3.2341 3.4663 1.5431  0.173
C 4.8325 4.0742 2.8359  -0.862
H 4.6383 4.5900 -1.4991  0.409
H 2.9028 4.8644 -0.9305  0.295
H 3.6651 3.3596 -0.7438  0.100
H 5.3031 5.0706 3.0165  0.384
H 5.6072 3.4005 2.4915  0.371
H 4.3501 3.6394 3.7102  0.265
C -0.2377 6.8262 1.8588  0.386
F -0.5424 7.4439 2.9652  -0.182
F -1.2964 6.9424 1.0119  -0.165
F 0.8445 7.4802 1.3617  -0.272
S 0.4894 5.0473 2.0493  1.189
O -0.6542 4.2124 2.3643  -0.613
O 1.2154 4.8375 0.8402  -0.512
N 1.6213 5.2340 3.1662  -0.610
S 1.6110 5.0265 4.6719  1.166
O 0.2819 4.9030 5.2845  -0.666
O 2.7386 4.1935 4.9932  -0.697
C 2.2121 6.6545 5.3640  0.457
F 3.4979 6.8035 5.2072  -0.220
F 1.6047 7.7805 4.9578  -0.227
F 1.8586 6.5575 6.6475  -0.238
C 1.2473 0.3387 5.8700  0.553
F 0.0288 -0.3143 5.7073  -0.261
F 1.0493 1.5025 6.3337  -0.137
F 1.9991 -0.3963 6.6296  -0.214
S 2.0052 0.3606 4.1819  1.145
O 1.0401 0.9226 3.2693  -0.719
O 3.2336 1.0549 4.2946  -0.711
N 2.0936 -1.0861 3.7824  -0.644
S 3.3377 -2.1180 3.5638  0.852
O 3.5378 -2.5775 2.1879  -0.468
O 4.4924 -1.9104 4.3793  -0.613
C 2.5003 -3.6938 4.2347  0.599
F 1.8543 -3.5392 5.3722  -0.216
F 1.5762 -4.1102 3.3553  -0.249
F 3.5117 -4.5246 4.3474  -0.243
C -3.3182 6.4820 -3.2021  0.616
F -3.3194 7.3919 -4.2245  -0.235
F -2.7342 7.0810 -2.1349  -0.212
F -4.5108 6.1745 -2.8379  -0.223
S -2.3720 5.0550 -3.8777  1.066
O -3.2483 4.4508 -4.8550  -0.657
O -1.1099 5.6192 -4.2192  -0.607
N -2.4071 4.0043 -2.6599  -0.456
S -1.5450 3.8650 -1.4266  0.959
O -0.8471 5.0534 -1.0383  -0.514
O -2.2301 3.1180 -0.3947  -1.287
C -0.1305 2.6867 -1.9483  0.243
F 0.7558 2.7050 -0.9842  -0.077
F -0.5231 1.4313 -2.0529  0.017
F 0.3508 3.1422 -3.1228  -0.255
C 3.8696 0.1863 -3.7809  0.568
F 5.0934 0.7514 -4.1144  -0.234
F 2.9911 1.1948 -3.6668  -0.156
F 3.4527 -0.5958 -4.7784  -0.219
S 4.2984 -0.6563 -2.1906  0.786
O 5.6209 -1.1477 -2.4376  -0.626
O 4.0538 0.3767 -1.2318  -0.434
N 3.2209 -1.8178 -2.0354  0.030
S 3.5612 -3.3007 -1.7492  0.492
O 4.6126 -3.6994 -0.8699  -0.672
O 2.2693 -3.8526 -1.3364  -0.498
C 3.9809 -4.1569 -3.2834  0.667
F 3.0139 -4.0068 -4.1494  -0.216
F 5.1032 -3.6942 -3.8182  -0.191
F 4.2375 -5.4519 -3.0970  -0.239
C -4.5757 -1.9077 0.0385  0.603
F -3.7428 -2.8344 0.4563  -0.215
F -5.8426 -2.3245 0.1592  -0.262
F -4.4723 -0.7603 0.7975  -0.161
S -4.2336 -1.4897 -1.7740  0.928
O -3.1832 -0.5190 -1.8700  -0.424
O -4.1540 -2.7526 -2.4030  -0.788
N -5.5152 -0.6860 -2.0505  -0.593
S -6.7654 -1.1965 -2.9678  0.990
O -6.4909 -1.9837 -4.1401  -0.624
O -7.8886 -1.4325 -2.0908  -0.662
C -7.1311 0.4670 -3.8072  0.728
F -6.0276 0.8438 -4.5600  -0.244
F -8.1724 0.4082 -4.5746  -0.206
F -7.4080 1.3337 -2.8679  -0.267

No. 2
2 unconnected molecules or ions with the total composition C5H14OS2, computed with wB97M-V/def2-TZVPD.

Values from the calculation:
SMILES: CCCSSCC.O
orbital gap: 9.70 eV
LUMO: 0.029 Ha
HOMO: -8.904 eV
net charge: 0
E: -1070.51334 Ha

Each line ends with the natural charge from an NBO analysis.
Geometry (Å):
C -1.3138 1.9473 -0.7124  -0.417
C -2.5131 2.5474 -1.4323  -0.606
C -1.3971 0.4231 -0.5361  -0.547
S -0.8273 0.0471 1.1400  0.078
S -0.3407 -1.8747 1.3078  0.090
C 1.3942 -2.0303 0.7957  -0.540
C 2.0298 -3.2292 1.5150  -0.616
H -0.3903 2.1964 -1.2379  0.207
H -1.2032 2.4243 0.2672  0.207
H -3.4406 2.0216 -1.1332  0.203
H -2.7283 3.5828 -1.1485  0.217
H -2.4221 2.4669 -2.5005  0.208
H -0.8394 -0.0944 -1.3251  0.216
H -2.4329 0.1152 -0.6644  0.213
H 1.9003 -1.1132 1.0914  0.234
H 1.4639 -2.1989 -0.2798  0.206
H 3.0703 -3.2728 1.2093  0.219
H 2.0125 -3.1313 2.6014  0.216
H 1.5565 -4.1601 1.1971  0.209
H 1.8521 0.6941 -0.6450  0.465
H 2.0352 1.5263 0.6014  0.474
O 2.5338 1.1124 -0.1112  -0.936

No. 3
2 unconnected molecules or ions with the total composition C4H8O2, computed with wB97M-V/def2-TZVPD.

Values from the calculation:
spin multiplicity: 2
<S²>: 0.76
orbital gap (spin up / spin down): 3.71 / 6.84 eV
LUMO (spin up / spin down): 0.150 / 0.146 Ha
HOMO (spin up / spin down): 0.379 / -2.872 eV
net charge: -1
E: -307.61259 Ha

Each line ends with the natural charge from an NBO analysis.
Geometry (Å):
C -1.9271 1.5356 0.2615  -0.753
C -0.8743 0.6738 0.3327  0.255
O -1.0027 -0.6065 0.8654  -0.735
C 0.5020 0.9413 0.0025  -0.344
C 1.6127 0.1802 0.2371  -0.702
H -2.9657 1.3073 0.4125  0.168
H -1.6622 2.5635 0.0254  0.180
H -1.9155 -0.8612 1.0479  0.457
H 0.6047 1.9180 -0.4573  0.168
H 1.4569 -0.7826 0.7111  0.186
H 2.6100 0.5501 0.0207  0.167
H 1.2073 -3.2290 -0.8950  0.446
H 1.5086 -1.7430 -1.2462  0.477
O 0.8452 -2.4475 -1.3185  -0.971

No. 4
A molecular structure, C9H23CuN3OP2, computed with wB97M-V/def2-TZVPD.

Values from the calculation:
spin multiplicity: 3
<S²>: 2.04
orbital gap (spin up / spin down): 6.87 / 5.08 eV
LUMO (spin up / spin down): -0.100 / -0.159 Ha
HOMO (spin up / spin down): -9.598 / -9.405 eV
net charge: +1
E: -2918.99478 Ha

Each line ends with the natural charge from an NBO analysis.
Geometry (Å):
Cu -0.2489 -0.4586 1.6451  0.836
P 1.5137 2.1279 0.2571  1.391
P 1.5872 -1.5332 1.7121  0.231
N -1.5675 0.5409 0.4239  -0.885
N -1.0088 -2.0014 0.6600  -0.489
H -2.9365 0.0720 -1.0109  0.177
H -3.0882 -2.3739 0.3328  0.222
H -3.5488 -0.2330 0.6689  0.174
C -2.6650 -0.3039 -0.0056  -0.220
H -2.1279 -2.0421 -1.1595  0.198
C -2.2503 -1.7805 -0.0840  -0.270
H -2.3192 2.3043 -0.5518  0.180
H -0.6576 -3.9323 -0.0691  0.208
C -1.3903 1.6731 -0.3830  -0.191
C -0.2408 -3.0615 0.4644  0.007
H -0.4202 3.0493 1.0091  0.268
C -0.2072 2.6132 0.0196  -0.789
H -0.2765 3.4689 -0.6561  0.277
H 2.7704 -1.2127 0.9813  0.022
H 2.0663 -1.9393 2.9997  0.020
H 2.3521 3.2212 0.0368  0.007
H 1.6568 1.6347 1.5625  0.034
O 2.2146 0.9554 -0.6507  -0.769
C 2.0355 0.6209 -1.9624  0.384
C 1.5941 1.7121 -2.8389  -0.706
C 1.5823 -0.7689 -2.2011  -0.698
H -1.3480 1.2904 -1.3934  0.159
H 0.9348 2.4134 -2.3048  0.198
H 2.3709 2.3306 -3.3223  0.248
H 1.0132 1.2619 -3.6494  0.244
H 0.9427 -1.0595 -1.3436  0.231
H 1.0010 -0.7865 -3.1442  0.233
H 2.3989 -1.5142 -2.3206  0.245
C 1.0567 -3.0816 0.9834  -0.489
H 1.6728 -3.9731 0.8738  0.241
N -0.9881 0.1096 3.3887  -1.122
H -0.3188 0.3854 4.1057  0.389
H -1.5739 -0.6342 3.7672  0.399
H -1.5815 0.9053 3.1595  0.407

No. 5
A molecular structure, C32H50OsP2, computed with wB97M-V/def2-TZVPD.

Values from the calculation:
spin multiplicity: 5
<S²>: 6.07
orbital gap (spin up / spin down): 6.14 / 5.85 eV
LUMO (spin up / spin down): -0.226 / -0.275 Ha
HOMO (spin up / spin down): -12.300 / -13.339 eV
net charge: +2
E: -2021.83601 Ha

Each line ends with the Mulliken charge.
Geometry (Å):
Os -0.0066 -1.3050 -0.2922  0.331
C 2.1194 -1.4461 0.9202  -0.163
C 1.9100 -2.3835 -0.1925  1.741
C 2.1591 -0.2438 -1.0215  0.844
C 2.4598 -0.2035 0.3630  0.427
C 1.8791 -1.6130 -1.4275  -0.180
C 2.2792 -1.7849 2.3647  -1.729
H 1.6012 -2.5744 2.7204  0.247
H 2.0967 -0.8949 2.9735  0.393
H 3.3061 -2.1110 2.5857  0.414
C 3.0276 0.9417 1.0825  -1.243
H 3.2187 0.7281 2.1280  0.562
H 2.3625 1.7948 1.0140  -0.060
H 3.9698 1.2361 0.6140  0.301
C 2.2929 0.9333 -1.9093  -0.396
H 3.3454 1.2758 -1.8414  0.480
H 1.6835 1.7829 -1.5536  -0.479
H 2.0727 0.7331 -2.9704  0.300
C 1.8373 -2.0241 -2.8629  -1.415
H 2.5969 -2.7850 -3.0348  0.394
H 2.0059 -1.1594 -3.5014  0.348
H 0.8741 -2.4028 -3.1754  0.218
C 2.1959 -3.8362 0.0148  -1.413
H 3.2823 -3.9632 0.1910  0.381
H 1.9379 -4.4424 -0.8670  0.503
H 1.6787 -4.2227 0.9075  0.314
C -1.8942 -1.5293 0.6676  0.950
C -0.7981 -2.4330 0.9044  1.058
C -1.0197 -3.9178 0.7537  -1.730
C -0.8479 -4.3730 -0.6989  -1.163
C -0.8106 -3.1299 -1.5732  -0.076
C -1.9671 -2.4639 -1.9381  -0.840
C -3.2754 -2.5880 -1.2534  -1.406
C -3.2484 -2.0564 0.2333  -1.714
H -2.0249 -4.2410 1.0898  0.342
H -1.6267 -5.1199 -1.0004  0.536
H -0.2758 -4.4521 1.3810  0.478
H -3.6689 -2.8799 0.8665  0.558
H -1.9816 -0.5804 1.2127  -1.239
H -0.1323 -2.1572 1.7350  0.759
H -3.9985 -1.2364 0.3116  0.425
H -4.0318 -1.9995 -1.8108  0.449
H -2.0655 -2.1512 -2.9848  0.612
H -3.6796 -3.6321 -1.2371  0.378
H 0.1304 -4.8635 -0.8036  0.185
H -0.1150 -3.3637 -2.3752  1.013
P -0.7037 0.7475 2.5698  1.081
C 0.5045 1.7964 3.4280  -0.857
H 0.0249 2.2488 4.3236  0.541
H 0.8305 2.5800 2.7188  0.260
H 1.3732 1.1720 3.7275  0.276
C -2.2439 1.6951 2.2722  -0.640
H -2.4713 2.3006 3.1733  0.533
H -3.0674 0.9871 2.0410  0.259
H -2.0547 2.3374 1.3871  -0.093
C -1.1700 -0.6120 3.7501  -1.069
H -1.8776 -1.2935 3.2501  0.294
H -1.6391 -0.1618 4.6519  0.511
H -0.2557 -1.1680 4.0280  0.330
P -1.1822 0.9919 -1.9623  1.488
C -0.8621 0.2255 -3.6098  -1.219
H -1.8046 0.3198 -4.1851  0.537
H -0.5719 -0.8347 -3.4700  -0.042
H -0.0366 0.8067 -4.0647  0.427
C -2.9602 0.6850 -1.5605  -0.740
H -3.0470 -0.3877 -1.3808  -0.299
H -3.5638 1.0018 -2.4336  0.650
H -3.2158 1.2389 -0.6302  0.191
C -1.1286 2.7826 -2.3744  -1.062
H -1.8977 2.9697 -3.1592  0.570
H -0.1026 2.9911 -2.7489  0.350
H -1.3247 3.3736 -1.4528  0.212
C -0.1214 0.9683 0.4836  -1.321
C 0.2345 2.2095 0.2533  -0.726
C 0.6543 3.5462 0.3062  1.111
C 1.9776 3.9610 -0.0146  -0.030
C 2.4417 5.2741 0.1147  -0.825
C 1.6391 6.3370 0.5037  -0.625
C 0.3132 5.9751 0.7347  -0.838
C -0.1731 4.6690 0.6403  0.133
H 2.7045 3.2414 -0.3831  0.231
H 3.4846 5.4997 -0.0932  0.431
H 2.0168 7.3690 0.6183  0.415
H -0.3485 6.7874 1.0098  0.409
H -1.2301 4.5068 0.8278  0.450